[1]
A 2-piece molecular cluster, C4H7NO2 overall, computed with ωB97M-V/def2-TZVPD.

**Highest occupied orbital energy**: -9.117 eV
**SMILES**: C=NC=O.C=CO
**Relative energy (zero: lowest compared OMol25 entry of this formula, charge and spin)**: 287.8 kJ/mol
**LUMO level**: -0.11 eV
**Charge**: 0
**Largest force on an atom**: 0.0086 Eh/bohr
**Gap between HOMO and LUMO**: 9.003 eV
**Energy**: -361.771239 Eh

```
14
Properties=species:S:1:pos:R:3:mulliken_charge:R:1
C 0.13937 -1.08970 -1.12231 -0.248
N 1.04967 -1.30971 -0.25671 -0.432
C 1.97216 -0.26913 -0.03686 0.039
O 1.76798 0.90440 -0.24053 -0.426
H 0.13012 -0.22287 -1.78946 0.330
H -0.67555 -1.80968 -1.21438 0.334
H 2.90138 -0.62077 0.43842 0.417
C -0.87171 1.43976 0.25263 -0.661
C -1.46395 0.27264 0.48996 -0.224
O -1.23479 -0.54875 1.55295 -0.463
H -1.02663 1.96049 -0.68600 0.282
H -0.16120 1.87719 0.94573 0.296
H -2.20487 -0.15219 -0.18448 0.429
H -0.32197 -0.43167 1.85103 0.326
```

[2]
One molecule with the formula C2H6Se at a distorted geometry, computed with ωB97M-V/def2-TZVPD.

**Highest occupied orbital energy**: -8.703 eV
**SMILES**: CC[SeH]
**Relative energy (zero: lowest compared OMol25 entry of this formula, charge and spin)**: 15.4 kJ/mol
**LUMO level**: 0.87 eV
**Charge**: 0
**Largest force on an atom**: 0.0968 Eh/bohr
**Gap between HOMO and LUMO**: 9.572 eV
**Energy**: -2481.186676 Eh

```
9
Properties=species:S:1:pos:R:3:mulliken_charge:R:1
C 0.99468 -0.23381 0.06674 -0.906
C -0.23015 0.61143 0.01771 -0.644
Se -1.85618 -0.25036 0.71527 -0.115
H 1.65564 0.28386 -0.59896 0.320
H 1.31767 -0.16614 1.15933 0.236
H 0.76421 -1.24272 -0.13864 0.349
H -0.45250 0.66787 -1.12377 0.252
H -0.03088 1.60662 0.28745 0.429
H -2.16249 -1.27675 -0.38512 0.079
```

[3]
C18H18F6N3O4S4Zn as an isolated structure, computed with ωB97M-V/def2-TZVPD.

**Highest occupied orbital energy**: -4.956 eV
**LUMO level**: 2.44 eV
**Charge**: -1
**Largest force on an atom**: 0.0097 Eh/bohr
**Gap between HOMO and LUMO**: 7.401 eV
**Energy**: -5133.388827 Eh

```
54
Properties=species:S:1:pos:R:3:mulliken_charge:R:1
Zn -0.37054 0.00741 -0.88952 1.376
C 2.13106 1.50687 -2.25949 -1.326
N 2.15463 0.73272 -1.01514 1.209
C 2.48351 1.55323 0.14647 -0.909
C 1.25739 2.26565 0.68172 -1.555
N 0.21029 1.32695 1.11016 1.941
C 0.65408 0.51759 2.24562 -1.771
C -1.02137 2.04154 1.32841 -0.118
C -1.46368 2.35119 2.60932 -0.261
C -2.64673 3.04789 2.80942 -0.888
C -3.39233 3.44837 1.71084 -0.553
C -2.95310 3.14872 0.43042 -0.869
C -1.76476 2.44855 0.20570 0.558
S -1.24699 2.10453 -1.44422 -0.489
C 2.99767 -0.42469 -1.15415 -0.723
C 4.37924 -0.31019 -1.02320 -0.187
C 5.21009 -1.40981 -1.16550 -0.932
C 4.64009 -2.64484 -1.45713 -0.526
C 3.26896 -2.76168 -1.59792 -0.739
C 2.41234 -1.66062 -1.44609 0.766
S 0.69377 -1.89919 -1.67380 -0.479
H 3.11786 1.94378 -2.47375 0.349
H 1.38563 2.29836 -2.19106 0.368
H 1.85028 0.84554 -3.07949 0.274
H 3.24840 2.30969 -0.08529 0.326
H 2.90138 0.89947 0.91041 0.600
H 0.82922 2.90249 -0.09211 0.488
H 1.55862 2.90477 1.52490 0.344
H 1.13822 1.12706 3.02121 0.363
H 1.36447 -0.23444 1.90320 0.154
H -0.19463 -0.00375 2.67359 0.506
H -0.88603 2.03563 3.46915 0.384
H -2.97830 3.27119 3.81597 0.383
H -4.32687 3.97864 1.85035 0.370
H -3.54174 3.43193 -0.43372 0.399
H 4.81137 0.66076 -0.80411 0.336
H 6.28174 -1.30531 -1.04954 0.370
H 5.26948 -3.51903 -1.57716 0.362
H 2.82139 -3.72180 -1.82558 0.422
F -1.79214 -4.31748 2.33667 -0.240
C -1.14585 -3.46741 1.53514 0.692
F -0.16548 -2.89529 2.23871 -0.232
F -0.61731 -4.15082 0.53734 -0.203
S -2.32575 -2.14139 0.96849 0.774
O -1.49757 -0.96206 0.76738 -0.642
O -3.27941 -2.06428 2.03110 -0.695
N -2.90865 -2.79822 -0.32904 -0.484
S -2.99214 -2.13511 -1.75484 1.004
O -2.32103 -0.85603 -1.85683 -0.546
O -2.82293 -3.10517 -2.78659 -0.629
C -4.76889 -1.66955 -1.83105 0.516
F -5.04398 -0.73890 -0.92000 -0.212
F -5.54692 -2.72872 -1.60652 -0.215
F -5.05604 -1.18472 -3.03884 -0.209
```